1.
47
Properties=species:S:1:pos:R:3 method="wB97M-V/def2-TZVPD" gap_ev=8.39 homo_energy_ha=-0.306 e_above_lowest_kcal_mol=33.42 smiles=COCCn1c(SCc2cnc(-c3ccccc3)s2)nnc1-c1ccncc1 lumo_ev=0.06 energy_ev=-52216.232
S -2.5797 0.8108 0.1273
S 0.2332 -0.4552 2.1159
O 2.9908 -3.6621 0.0151
N 1.2990 1.6920 0.8236
N -4.4838 -0.0201 1.6360
N 2.5427 -0.1215 0.7114
N 2.4073 1.9929 0.1455
N 6.9667 1.0713 -1.7928
C -6.4859 -0.2880 -0.3904
C -5.1904 0.1516 -0.6749
C -4.2329 0.2624 0.4003
C -4.8523 0.4748 -1.9887
C 5.0118 -0.1828 -1.2333
C 5.1908 2.1125 -0.5903
C 3.1598 0.9251 0.0613
C 2.9656 -1.4740 0.9336
C 4.4584 0.9226 -0.5886
C -2.2863 0.6208 1.8242
C -3.4212 0.1658 2.4356
C 1.3812 0.4327 1.1674
C -7.0734 -0.0775 -2.7069
C -5.7903 0.3596 -2.9959
C -0.9779 0.9048 2.4388
C 2.3042 -2.4396 -0.0572
C -7.4171 -0.4001 -1.4028
C 2.4213 -4.6633 -0.7913
C 6.2658 -0.0477 -1.8091
C 6.4302 2.1281 -1.2037
H 7.0306 3.0279 -1.2234
H 6.7332 -0.8845 -2.3120
H 1.3882 -4.8744 -0.4912
H 1.2417 -2.5709 0.1990
H -6.7347 -0.5340 0.6296
H 2.6942 -1.7651 1.9528
H -5.5213 0.6122 -4.0108
H 4.0507 -1.5381 0.8304
H -3.5155 -0.0383 3.4873
H 2.4293 -4.3739 -1.8495
H 4.7790 2.9892 -0.1183
H -0.5013 1.7918 2.0209
H -3.8519 0.8171 -2.2129
H -8.4169 -0.7406 -1.1772
H 3.0308 -5.5532 -0.6528
H -1.0702 0.9781 3.5219
H -7.8042 -0.1663 -3.4969
H 4.4859 -1.1197 -1.3161
H 2.3545 -2.0276 -1.0801

---

2.
48
Properties=species:S:1:pos:R:3 method="wB97M-V/def2-TZVPD" gap_ev=8.99 homo_energy_ha=-0.324 e_above_lowest_kcal_mol=0.00 smiles="CCOC(=O)c1cc(CC)sc1N1C(=O)C[C@H](Sc2ccccc2C(=O)O)C1=O" lumo_ev=0.17 energy_ev=-56495.721
S -2.7146 2.3019 -0.6195
S 0.1246 -2.0333 0.0885
O 1.2188 1.7531 1.5576
O -2.8511 -1.9924 -1.1570
O -3.9445 -0.1160 -1.6718
O -0.8368 0.0407 -2.1168
O 4.6139 -0.0143 0.0983
O 3.0094 1.3477 -0.6976
N 0.3931 0.6428 -0.2792
C 1.5035 -4.4404 0.4707
C 0.9514 -5.1229 -0.7816
C -0.4969 0.8710 -1.3210
C 3.4580 0.1954 -0.1690
C 3.9725 2.3913 -0.8556
C -2.6372 -1.1892 1.4640
C -2.8169 -0.2709 0.4331
C -1.9946 0.5732 2.9568
C -3.2665 -0.7447 -0.9054
C -2.1722 1.4966 1.9411
C 0.6282 1.7638 0.5164
C -0.9599 2.3020 -1.1964
C -2.5707 1.0796 0.6810
C -0.0105 2.9356 -0.1924
C 2.6804 -2.1745 0.2222
C -2.2240 -0.7708 2.7155
C 1.0357 -0.5805 -0.0888
C 1.5801 -2.9633 0.2913
C 4.2471 3.1031 0.4612
C 2.3879 -0.8033 -0.0070
H 4.8837 3.9652 0.2841
H 3.5329 3.0676 -1.5927
H 0.8565 -4.6733 1.3200
H 0.7837 3.4930 -0.6949
H -0.0486 -4.7551 -0.9991
H -1.6755 0.9070 3.9320
H -2.8270 -2.2327 1.2684
H 4.7489 2.4261 1.1475
H 3.3151 3.4280 0.9177
H -2.0841 -1.4943 3.5040
H 4.8973 1.9614 -1.2541
H 2.5043 -4.8166 0.6895
H 0.9043 -6.1987 -0.6345
H 3.6906 -2.5286 0.3173
H -2.0094 2.5468 2.1268
H 1.5900 -4.9160 -1.6368
H -3.1075 -2.2420 -2.0585
H -0.5024 3.6078 0.5090
H -1.0060 2.7964 -2.1655

---

3.
54
Properties=species:S:1:pos:R:3 method="wB97M-V/def2-TZVPD" gap_ev="6.19 / 6.66" homo_energy_ha="-0.296 / -0.302" spin_multiplicity=2 s_squared=0.78 e_above_lowest_kcal_mol=2.25 lumo_ev="-1.87 / -1.56" energy_ev=-72090.534
Tc 1.4259 -0.3242 -0.0223
S 3.1283 -0.7392 -1.4813
S 0.1523 0.8473 1.9458
S 0.3194 1.2631 -1.4107
O 2.3464 -1.6738 3.5752
O 1.8279 -1.6266 1.3937
O 3.9461 0.6510 3.0093
O 2.7812 0.7113 1.0883
N -0.9483 3.1451 0.1241
N 0.3618 -1.7433 -1.2211
N 1.1769 3.5284 -0.1247
N -2.4933 1.5498 1.3844
N -2.2297 0.1059 2.9875
C 0.3247 -3.0157 -3.3006
C 2.9316 -2.1935 -3.7822
C 0.9956 -3.4347 -4.4720
C 0.1772 2.6856 -0.4257
C -3.7397 1.2526 1.8994
C -3.5835 0.3585 2.8984
C -1.5388 -1.7449 0.3118
C -1.5647 -3.0259 -1.8354
C 3.1444 0.1859 2.2500
C -1.5727 0.8368 2.0562
C -0.8662 -2.1775 -0.9459
C -1.5821 -0.7794 3.9515
C 2.3037 -1.7655 -2.6407
C 2.4018 -1.1385 2.5110
C -0.6523 4.3107 0.7907
C 0.9755 -2.1749 -2.3827
C 2.2762 -3.0300 -4.7072
C -0.9894 -3.4261 -2.9962
C 2.5813 3.3577 -0.4980
C 0.6687 4.5550 0.6418
B -2.3446 2.4483 0.0875
H -4.6328 1.7097 1.5075
H 2.7956 -3.3530 -5.6004
H -2.3389 -1.4311 4.3801
H 3.9527 -1.8788 -3.9628
H -4.2995 -0.1093 3.5516
H -1.1016 -0.2045 4.7402
H -1.8413 -0.7009 0.2188
H -1.4093 4.8656 1.3179
H -1.5237 -4.0638 -3.6928
H -0.8147 -1.3707 3.4587
H -0.8580 -1.8276 1.1587
H 2.6561 3.1569 -1.5629
H -2.4179 1.7460 -0.8913
H 3.0129 2.5292 0.0612
H 0.4770 -4.0823 -5.1689
H -2.4261 -2.3507 0.4930
H 3.1083 4.2763 -0.2568
H -2.5660 -3.3368 -1.5713
H 1.2919 5.3474 1.0190
H -3.2066 3.2992 0.1404

---

4.
51
Properties=species:S:1:pos:R:3 method="wB97M-V/def2-TZVPD" gap_ev="7.06 / 6.95" homo_energy_ha="-0.167 / -0.161" total_charge=-1 lumo_ev="2.52 / 2.56" energy_ev=-141694.297
Br -1.1424 -2.0235 2.2997
Fe -0.0968 -1.8676 -0.3152
O 1.9619 -2.8771 -3.6205
O 1.5284 -2.1174 0.8229
O -3.9491 -0.2691 -1.3477
O -1.6049 -1.1073 -1.4314
O 3.5552 -1.1748 0.8963
N -0.7906 0.8952 -0.5929
N -0.3911 0.1096 0.4014
N -0.5253 -3.6977 -1.2506
N 1.2202 -1.8145 -1.7109
C 1.3360 1.5345 5.2470
C 2.6121 0.9467 3.2903
C -0.1744 -3.4555 -2.6709
C 3.3015 2.7939 4.6778
C 2.4958 -1.3372 -1.2455
C -0.0380 0.4996 1.5640
C 2.5577 -1.5555 0.2860
C -1.1791 0.1189 -1.8308
C 1.1335 -2.6525 -2.7298
C -2.9037 2.7365 -3.9957
C -2.2516 0.9343 -2.5188
C -1.9275 1.9253 -3.4309
C 0.5757 -0.3729 3.8251
C 3.4951 1.9808 3.5705
C -0.0115 -0.5007 2.6407
C 1.5148 0.7265 4.1243
C 2.2207 2.5656 5.5199
C -4.5793 1.5345 -2.7474
C -4.2305 2.5361 -3.6395
C -3.5972 0.7201 -2.1855
H 3.9946 3.5982 4.8917
H -1.4659 -4.0610 -1.1566
H -0.8851 2.0598 -3.7021
H 0.1083 -4.3948 -0.8708
H 0.3887 -1.1101 4.5962
H 3.3284 -1.8730 -1.7108
H 2.0673 3.1925 6.3896
H -3.1173 -0.8341 -1.2557
H -2.6331 3.5077 -4.7049
H 0.0985 1.5439 1.8386
H -5.0065 3.1578 -4.0700
H -0.2851 0.0607 -2.4731
H 2.7983 0.2848 2.4494
H 4.3456 2.1364 2.9188
H -0.3702 1.8128 -0.6841
H 2.6550 -0.2714 -1.4461
H -0.9817 -2.8725 -3.1118
H -0.0333 -4.3854 -3.2246
H -5.6119 1.3540 -2.4765
H 0.4897 1.3585 5.9009

---

Across the entries above, molar mass takes the values 409.54; 433.51; 599.42; 532.15 g mol⁻¹, respectively.